1.
Computed, not measured: a molecular structure, C29H30AsClHgINO, with wB97M-V/def2-TZVPD.

HOMO energy (alpha / beta)   -0.14445 / -0.14748 hartree
LUMO (alpha / beta)   2.5023 / 2.3174 eV
Gap between HOMO and LUMO (alpha / beta)   6.4 / 6.3 eV
Charge   -1
Multiplicity   2

Structure (XYZ):
```
65
Properties=species:S:1:pos:R:3:lowdin_spin:R:1
Hg -1.3223 0.6655 -2.0454 -0.0002
Cl 0.2155 -3.5608 4.3654 -0.0001
C 0.3198 -2.4025 3.0471 -0.0015
C 1.1225 -1.3034 3.1870 0.0010
C 1.2107 -0.3521 2.1725 0.0047
I 2.3951 1.3432 2.4629 0.0005
C 0.5132 -0.4328 0.9382 0.0002
O 0.5908 0.4116 0.0230 0.0078
C -0.3474 -1.6295 0.8291 0.0000
N -1.0666 -1.7437 -0.3096 0.0035
C -1.8674 -2.7637 -0.4698 -0.0004
C -2.0154 -3.7784 0.4935 0.0006
C -1.3022 -3.6901 1.6543 0.0015
C -0.4359 -2.5937 1.8673 0.0008
H 1.6829 -1.1702 4.1034 0.0000
H -2.4258 -2.8016 -1.4022 0.0000
H -2.6862 -4.6090 0.3113 0.0000
H -1.3927 -4.4473 2.4222 0.0000
C -2.4678 7.1752 0.4694 -0.0070
C -3.3026 6.1805 0.9693 0.0016
C -2.8687 4.8669 1.0266 0.0018
C -1.5897 4.5188 0.5920 0.0242
C -0.7644 5.5196 0.0870 -0.0035
C -1.1974 6.8381 0.0260 0.0019
C -1.0933 3.1211 0.6489 0.0704
C -1.6808 2.1455 1.2768 0.4126
C -2.1999 1.0410 1.9032 0.0416
C -3.1699 0.2177 1.2609 0.1311
C -3.6549 -0.9067 1.8916 -0.0098
C -3.2095 -1.2614 3.1656 0.1568
C -2.2593 -0.4672 3.8097 -0.0095
C -1.7599 0.6646 3.2045 0.1282
H -2.8097 8.2015 0.4204 -0.0005
H -4.2997 6.4318 1.3097 0.0004
H -3.5203 4.0893 1.4086 0.0041
H 0.2275 5.2556 -0.2616 0.0006
H -0.5403 7.6025 -0.3707 0.0005
H -0.1603 2.9088 0.1226 0.0241
H -3.4927 0.4761 0.2608 0.0053
H -4.3721 -1.5360 1.3779 -0.0039
H -3.5736 -2.1642 3.6388 0.0097
H -1.8880 -0.7576 4.7847 -0.0037
H -0.9952 1.2614 3.6851 0.0047
C 2.4576 -4.2391 -2.3305 0.0000
C 2.5448 -3.0075 -3.2299 0.0000
As 1.8502 -1.4022 -2.2998 0.0000
C 3.2604 -1.2161 -0.9377 0.0000
C 4.7116 -1.2437 -1.3980 0.0000
C 2.5187 -0.0917 -3.6154 0.0000
C 1.6394 -0.0610 -4.8629 0.0000
H 2.7205 -5.1558 -2.8644 0.0000
H 1.4487 -4.3632 -1.9304 0.0000
H 3.1321 -4.1528 -1.4758 0.0000
H 1.9247 -3.1417 -4.1188 0.0000
H 3.5691 -2.8434 -3.5745 0.0000
H 3.0699 -2.0079 -0.2088 0.0000
H 3.0212 -0.2845 -0.4190 0.0000
H 4.9592 -2.1675 -1.9256 0.0000
H 5.3872 -1.1675 -0.5419 0.0000
H 4.9390 -0.4116 -2.0657 0.0000
H 3.5528 -0.3260 -3.8758 0.0000
H 2.5143 0.8824 -3.1212 0.0000
H 1.6393 -1.0268 -5.3737 0.0000
H 1.9889 0.6872 -5.5785 0.0000
H 0.6046 0.1767 -4.6098 0.0000
```


2.
Computed, not measured: a molecular structure, C29H30AsClN3O3Ru at a distorted geometry, with wB97M-V/def2-TZVPD.

HOMO energy (alpha / beta)   -0.26637 / -0.27684 hartree
LUMO (alpha / beta)   0.1759 / -0.3979 eV
Gap between HOMO and LUMO (alpha / beta)   7.4 / 7.1 eV
Multiplicity   2

Structure (XYZ):
```
68
Properties=species:S:1:pos:R:3:lowdin_spin:R:1
Ru 0.7674 -0.1830 0.0625 0.7612
O 2.0465 3.8371 3.3456 -0.0002
C 1.3963 4.5132 2.3604 -0.0010
C 1.4203 5.9045 2.3204 0.0002
C 0.7906 6.5918 1.2992 -0.0012
C 0.1374 5.8961 0.2913 0.0002
C 0.1226 4.5140 0.3264 -0.0006
C 0.7327 3.7984 1.3575 -0.0004
C 0.6616 2.3178 1.3015 -0.0019
O 0.5310 1.8184 0.0994 0.0783
N 0.7332 1.6041 2.3843 0.0212
N 0.5350 0.2666 2.0438 -0.0003
C 0.2687 -0.5284 3.0135 0.0061
C -0.3124 -1.8273 2.7663 0.0155
C -0.4337 -2.7263 3.8363 -0.0028
C -1.0536 -3.9452 3.6883 0.0169
C -1.6023 -4.2681 2.4426 -0.0006
C -1.5280 -3.3939 1.3835 0.0123
C -0.8804 -2.1430 1.4984 0.0011
O -0.8550 -1.3685 0.4462 0.0794
H 2.4216 4.4767 3.9603 0.0000
H 1.9457 6.4446 3.1010 0.0000
H 0.8172 7.6737 1.2897 -0.0001
H -0.3548 6.4236 -0.5138 0.0000
H -0.3738 3.9498 -0.4513 0.0001
H 0.3696 -0.1601 4.0317 -0.0001
H -0.0268 -2.4360 4.7990 -0.0006
H -1.1335 -4.6294 4.5217 0.0012
H -2.1058 -5.2181 2.3077 -0.0004
H -1.9651 -3.6361 0.4235 0.0004
Cl 0.5234 -0.3760 -2.2997 -0.0054
C 2.7714 -6.1694 0.9549 0.0000
C 2.4133 -4.7381 0.6916 0.0001
C 1.7108 -4.3550 -0.4431 0.0006
C 1.3633 -3.0309 -0.6319 0.0037
N 1.6914 -2.0771 0.2501 0.0102
C 2.3795 -2.4337 1.3401 0.0008
C 2.7584 -3.7340 1.5911 -0.0008
H 2.5474 -6.7994 0.0962 0.0000
H 2.2066 -6.5450 1.8100 0.0000
H 3.8310 -6.2690 1.1920 0.0000
H 1.4152 -5.0862 -1.1837 0.0002
H 0.7973 -2.6942 -1.4907 0.0001
H 2.6233 -1.6337 2.0281 0.0002
H 3.3040 -3.9610 2.4977 0.0000
C 3.9202 1.5869 1.0499 0.0012
As 3.0099 0.6382 -0.3756 0.0052
C 3.0801 1.9197 -1.8159 0.0030
C 4.3079 -0.7302 -0.9194 -0.0028
C 5.5783 -0.1661 -1.4750 -0.0003
C 6.6637 0.1039 -0.6450 -0.0004
C 7.8373 0.6364 -1.1591 0.0000
C 7.9441 0.9058 -2.5155 -0.0004
C 6.8697 0.6373 -3.3525 0.0000
C 5.6981 0.1061 -2.8361 -0.0004
H 4.9231 1.8449 0.7078 0.0003
H 3.9773 0.9778 1.9506 0.0001
H 3.3714 2.4978 1.2826 0.0000
H 4.0955 2.2896 -1.9493 0.0004
H 2.4041 2.7308 -1.5502 0.0000
H 2.7130 1.4383 -2.7190 0.0001
H 3.7828 -1.3425 -1.6543 0.0000
H 4.5059 -1.3553 -0.0475 0.0001
H 6.5920 -0.1121 0.4153 0.0000
H 8.6712 0.8344 -0.4979 0.0000
H 8.8604 1.3155 -2.9195 0.0000
H 6.9438 0.8400 -4.4132 0.0000
H 4.8635 -0.1016 -3.4958 0.0000
```


3.
Computed, not measured: a molecular structure, C29H30BCl2F3O2 at a distorted geometry, with wB97M-V/def2-TZVPD.

HOMO energy   -0.27795 hartree
LUMO   -2.5557 eV
Gap between HOMO and LUMO   5.0 eV

Structure (XYZ):
```
67
Properties=species:S:1:pos:R:3:mulliken_charge:R:1
C 2.3540 3.3714 0.1609 -2.2164
C 1.4640 2.3550 0.8237 2.0943
C 1.9821 2.0901 2.2299 -1.4878
C -0.0818 2.6923 0.6907 1.0710
C -0.8826 1.9397 1.7285 -0.8537
C -0.4742 4.1396 0.6082 -1.9315
O -0.4824 1.9516 -0.5089 -0.6310
B 0.2598 0.6929 -0.3089 2.1520
C 0.1145 -0.3616 -1.6012 0.4198
C -1.0767 -0.4321 -2.3446 -0.2239
C -1.3646 -1.5496 -3.1391 -0.9756
C -0.4294 -2.5592 -3.2583 0.3854
C -0.7642 -3.8300 -3.9864 0.7327
F 0.2466 -4.2444 -4.8059 -0.2751
F -0.9959 -4.8609 -3.1026 -0.2427
F -1.8920 -3.7207 -4.7460 -0.2861
C 0.8141 -2.4625 -2.6404 -1.1782
C 1.0970 -1.3416 -1.8515 -1.2134
C 0.9746 1.6418 -2.4946 0.4897
C 2.3613 2.0645 -2.5987 -0.9456
C 1.7092 1.2204 -3.6719 -0.4006
O 1.5980 1.0516 0.1477 -0.5981
H 2.3342 4.2946 0.7567 0.3338
H 3.3885 3.0083 0.1383 0.4643
H 2.0404 3.5929 -0.8636 0.3757
H 1.8725 2.9876 2.8529 0.3276
H 1.4548 1.2336 2.6783 0.1862
H 3.0518 1.8258 2.1503 0.3874
H -0.5970 2.0886 2.7740 0.3041
H -1.9533 2.1117 1.5602 0.4060
H -0.6527 0.7532 1.2709 -1.1153
H -0.2228 4.6249 1.5639 0.3164
H 0.0303 4.6617 -0.2102 0.3411
H -1.5581 4.2101 0.4614 0.4699
H -1.7937 0.3880 -2.3137 0.3260
H -2.3273 -1.6334 -3.6409 0.4798
H 1.5409 -3.2503 -2.7645 0.4937
H 2.1046 -1.2408 -1.4442 0.4134
H 0.1560 2.3805 -2.4973 0.5908
H 2.5839 3.0994 -2.9037 0.3251
H 3.1449 1.5900 -2.0083 0.2096
H 2.0228 0.1888 -3.7511 0.1699
H 1.4970 1.7253 -4.6091 0.2975
Cl 1.1319 -1.1173 6.6996 -0.2324
C 0.7236 -1.1678 5.0412 0.2348
C 1.7102 -1.3651 4.0861 -0.8564
C 1.4031 -1.2430 2.7100 -0.1573
C 0.0928 -0.8789 2.3087 -0.7730
C -0.1794 -0.4548 0.8364 1.4487
C -1.4142 -1.2809 0.4158 0.2387
C -1.2659 -2.6606 0.1828 -0.1632
C -2.3606 -3.4364 -0.1994 -0.9700
C -3.6276 -2.8810 -0.2194 0.1476
Cl -4.9962 -3.8082 -0.7085 -0.2382
C -3.8168 -1.5221 0.1311 -1.1311
C -2.6811 -0.7456 0.4422 0.7846
C -0.8973 -0.9122 3.2762 0.0486
C -0.6056 -0.9979 4.6385 -0.9926
H 2.7359 -1.5700 4.3931 0.3855
H 2.1745 -1.4007 1.9640 0.3559
H 0.7783 -0.8565 0.4217 -0.2707
H -0.2940 -3.1332 0.2546 0.4870
H -2.2443 -4.5048 -0.4646 0.3792
H -4.8195 -1.1050 0.1687 0.4379
H -2.8388 0.3109 0.7060 0.1316
H -1.9657 -0.8346 2.9846 0.3286
H -1.3927 -0.9230 5.3996 0.3880
```


Relative energy (zero: lowest compared OMol25 entry of this formula, charge and spin) for every record listed, in sequence, given in kJ/mol: 0.00; 77.51; 393.52.